A:
Computed, not measured: a cluster of 2 separate species, C8H8N4O4 in total, with the ωB97M-V functional and the def2-TZVPD basis.

Atoms and positions in Å:
O1 -1.1902 -1.6517 0.4764
C1 -2.2767 -1.0487 0.1799
C2 -3.5452 -1.6250 -0.0706
C3 -4.6997 -0.8360 -0.2002
N1 -4.4928 0.5387 0.0192
C4 -3.2426 1.1580 -0.0655
O2 -3.1428 2.3975 -0.0845
N2 -2.1364 0.3029 0.0784
H1 -3.6291 -2.6731 -0.1052
H2 -5.7170 -1.1270 -0.2199
H3 -5.2644 1.1496 -0.1700
H4 -1.1602 0.7062 0.0130
O3 5.6023 0.6551 0.2186
C5 4.4813 0.1665 0.0845
C6 3.9692 -1.2184 -0.1962
C7 2.7011 -1.5619 -0.3235
N3 1.6749 -0.6771 -0.0438
C8 2.0260 0.6709 -0.0421
O4 1.1416 1.5153 0.0750
N4 3.3726 0.9682 -0.1334
H5 4.6813 -2.0882 -0.3721
H6 2.3264 -2.6489 -0.4195
H7 0.5540 -0.7273 0.2590
H8 3.5119 1.9170 -0.1096

Summary:
Kohn-Sham gap	8.8	eV
HOMO level	-9.23	eV
SMILES string	O=c1cc[nH]c(=O)[nH]1.O=c1cc[nH]c(=O)[nH]1


B:
Computed, not measured: a cluster of 2 separate species, C8H8N4O4 in total, with the ωB97M-V functional and the def2-TZVPD basis.

Atoms and positions in Å:
O1 1.6958 -0.4812 0.4958
C1 0.7040 -1.1468 0.5790
C2 0.2557 -2.0120 1.5991
C3 -0.6529 -2.9485 1.3970
N1 -1.2664 -3.1619 0.1804
C4 -1.1147 -2.1952 -0.8153
O2 -1.8347 -2.2945 -1.7739
N2 -0.2397 -1.1734 -0.5745
H1 0.5249 -1.7639 2.6393
H2 -1.2700 -3.4343 2.3029
H3 -2.1459 -3.6015 0.0542
H4 -0.1650 -0.4757 -1.3087
O3 1.9211 2.1349 1.8215
C5 1.2844 2.1326 0.7852
C6 1.6682 2.7813 -0.4724
C7 0.8800 2.7009 -1.5569
N3 -0.2994 1.9797 -1.5284
C8 -0.7703 1.3360 -0.3949
O4 -1.8099 0.7173 -0.3782
N4 0.0504 1.4725 0.6993
H5 2.6079 3.3141 -0.4810
H6 1.1446 3.1438 -2.5010
H7 -0.9137 1.9417 -2.3340
H8 -0.2543 1.0343 1.5655

Summary:
Kohn-Sham gap	9.9	eV
HOMO level	-9.51	eV
SMILES string	O=c1cc[nH]c(=O)[nH]1.O=c1cc[nH]c(=O)[nH]1


Each structure's energy above the most stable one, in eV: A 0.141; B 0.000.


A:
Computed, not measured: a cluster of 2 separate species, C8H8N4O4 in total, with the ωB97M-V functional and the def2-TZVPD basis.

Atoms and positions in Å:
O1 -0.5547 -0.4173 -1.9392
C1 -1.7334 -0.0481 -1.5703
C2 -2.7204 0.0839 -2.5261
C3 -3.9212 0.5763 -2.0491
N1 -4.0351 1.2176 -0.8076
C4 -3.1005 0.9252 0.1430
O2 -3.3541 1.1488 1.3332
N2 -1.9588 0.5145 -0.3167
H1 -2.6599 -0.5066 -3.5138
H2 -4.8495 0.7631 -2.6362
H3 -5.0580 1.2084 -0.5623
H4 -1.3707 0.2176 0.4765
O3 4.5284 -1.1308 2.4882
C5 3.7341 -0.7389 1.6689
C6 4.0685 -0.8104 0.2362
C7 3.1649 -0.7722 -0.7071
N3 1.9010 -0.3725 -0.3324
C8 1.5255 -0.0008 0.9705
O4 0.3136 0.0750 1.2736
N4 2.5057 -0.1676 1.9983
H5 5.0883 -1.0768 0.1163
H6 2.9739 -1.1876 -1.6982
H7 1.2430 -0.3755 -1.1505
H8 2.1723 -0.0828 2.9335

Summary:
Kohn-Sham gap	9.1	eV
HOMO level	-9.22	eV
SMILES string	O=c1cc[nH]c(=O)[nH]1.O=c1cc[nH]c(=O)[nH]1


B:
Computed, not measured: a structure of composition C8H8N4O4, with the ωB97M-V functional and the def2-TZVPD basis.

Atoms and positions in Å:
C1 2.8805 -0.5761 -0.4835
C2 2.1072 -1.3324 0.5116
C3 0.9311 -0.8130 1.0660
C4 1.5569 1.3456 0.3333
C5 -2.0468 1.4697 -0.4757
C6 -0.6711 0.8698 -0.4794
C7 -0.5785 -0.4419 -0.4900
C8 -2.7792 -0.9734 -0.1944
H1 3.0670 1.4191 -0.9414
H2 2.2927 -2.3760 0.6916
H3 0.1987 -1.2345 1.7971
H4 -0.0820 0.8484 1.5053
H5 -3.9379 0.7709 0.1393
H6 0.1089 1.6312 -0.6281
H7 0.4253 -0.9185 -0.7121
H8 -1.3447 -2.2577 -0.0788
N1 2.3925 0.7356 -0.6604
N2 0.6575 0.5316 0.7608
N3 -3.0226 0.4214 -0.0252
N4 -1.5222 -1.3663 -0.5311
O1 3.7573 -1.0994 -1.0959
O2 1.6615 2.5794 0.5246
O3 -2.4580 2.6106 -0.5922
O4 -3.5941 -1.8440 0.0587

Summary:
Kohn-Sham gap	7.2	eV
HOMO level	-8.37	eV


Each structure's energy above the most stable one, in eV: A 0.000; B 5.814.


A:
Computed, not measured: a cluster of 2 separate species, C3H6N2S2 in total, with the ωB97M-V functional and the def2-TZVPD basis.

Atoms and positions in Å:
C1 1.5034 1.2373 -0.3511
C2 0.9271 0.7371 0.9414
N1 0.6350 -0.4215 1.2511
S1 0.7478 -1.6998 0.1220
H1 2.4383 0.6569 -0.4919
H2 1.6919 2.3304 -0.2162
H3 0.6581 1.0951 -1.1320
H4 0.9238 1.4966 1.7365
H5 0.4082 -2.5873 1.1042
N2 -1.9480 -0.8723 -1.3291
C3 -2.8516 -0.6894 -0.5931
S2 -4.2059 -0.7013 0.2553
H6 -0.9282 -0.5819 -1.2972

Summary:
Kohn-Sham gap	9.7	eV
HOMO level	-9.17	eV
SMILES string	C/C=N\S.N=C=S


B:
Computed, not measured: a structure of composition C3H6N2S2, with the ωB97M-V functional and the def2-TZVPD basis.

Atoms and positions in Å:
C1 1.1842 -0.4030 0.8762
C2 0.2189 0.6989 0.2684
C3 -0.5572 0.1662 -0.9391
N1 0.8399 1.8674 0.0490
N2 3.5245 0.1024 0.3593
S1 4.9125 0.2675 -0.2383
S2 2.4362 -0.9130 -0.2797
H1 1.6599 -0.0842 1.7903
H2 0.5024 -1.1164 1.3253
H3 -0.3311 0.9873 1.2300
H4 -1.0192 0.8943 -1.4968
H5 -1.2481 -0.5340 -0.7231
H6 -0.0390 -0.2080 -1.7817

Summary:
Kohn-Sham gap (spin up / spin down)	4.7 / 4.2	eV
HOMO level (spin up / spin down)	-6.78 / -7.07	eV


Each structure's energy above the most stable one, in eV: A 0.000; B 6.197.


A:
Computed, not measured: the molecule C3H6N2S2, with the ωB97M-V functional and the def2-TZVPD basis.

Atoms and positions in Å:
S1 -0.6886 1.7484 1.4641
C1 0.2451 0.5307 0.8353
N1 1.4366 0.2024 1.3822
S2 2.5616 -1.0230 0.8968
N2 -0.0253 -0.2794 -0.3285
C2 -0.7237 0.3915 -1.4110
C3 -1.4055 -0.5851 -0.5583
H1 1.7656 0.7690 2.2160
H2 1.8478 -1.3822 -0.1605
H3 -0.4203 0.0417 -2.3439
H4 -0.9733 1.4246 -1.2655
H5 -2.0523 -0.2204 0.2614
H6 -1.5677 -1.6183 -0.9881

Summary:
Kohn-Sham gap	8.9	eV
HOMO level	-8.34	eV
SMILES string	S=C(NS)N1CC1


B:
Computed, not measured: the molecule C3H6N2S2, with the ωB97M-V functional and the def2-TZVPD basis.

Atoms and positions in Å:
C1 -0.9375 -1.4079 0.2840
N1 -0.9936 -0.0417 -0.2410
N2 0.2382 0.6167 -0.0837
C2 1.1585 0.6099 -1.1041
S1 1.0180 -0.1249 -2.5435
C3 0.4814 1.2977 1.0731
S2 -0.4929 1.4153 2.3664
H1 -0.8281 -1.3728 1.3801
H2 -0.1027 -2.0298 -0.1186
H3 -1.8955 -1.8781 0.0510
H4 -1.1723 -0.0667 -1.2383
H5 2.0443 1.2087 -0.8738
H6 1.4821 1.7736 1.0484

Summary:
Kohn-Sham gap	8.1	eV
HOMO level	-8.90	eV
SMILES string	CNN(C=S)C=S


C:
Computed, not measured: a structure of composition C3H6N2S2, with the ωB97M-V functional and the def2-TZVPD basis.

Atoms and positions in Å:
C1 -3.2710 -0.4968 -0.4946
C2 0.0216 -0.8571 0.8627
C3 1.0456 -0.0725 0.0538
H1 -3.7166 -0.7778 0.4638
H2 -3.0147 -1.4156 -1.1957
H3 -4.3909 0.1523 -0.8956
H4 -1.5035 0.9986 -0.8843
H5 0.4998 -1.5205 1.7615
H6 -0.3167 1.5619 1.2966
N1 -1.9926 0.2196 -0.1656
N2 -1.2665 -0.6045 0.5928
S1 0.6746 1.6389 0.0197
S2 2.3554 -0.8731 -0.3989

Summary:
Kohn-Sham gap	8.0	eV
HOMO level	-8.64	eV


Each structure's energy above the most stable one, in eV: A 0.418; B 0.000; C 3.813.


A:
Computed, not measured: the molecule C2H6N2O2S, with the ωB97M-V functional and the def2-TZVPD basis.

Atoms and positions in Å:
C1 -2.3567 -0.2561 -0.5390
C2 -1.4215 -0.8286 0.0784
S1 0.3787 -0.4206 -0.6696
O1 1.1979 -1.5752 -0.5110
O2 0.0240 0.1600 -1.9402
N1 0.9047 0.7590 0.4079
N2 2.1130 0.7787 1.1890
H1 -3.3800 -0.4297 -0.2152
H2 -2.0509 0.4157 -1.2808
H3 -1.3178 -1.3089 1.0400
H4 0.7447 1.7786 0.1323
H5 2.9803 0.9217 0.5554
H6 2.1837 0.0055 1.7529

Summary:
Kohn-Sham gap	10.5	eV
HOMO level	-9.82	eV
SMILES string	C=CS(=O)(=O)NN


B:
Computed, not measured: the molecule C2H6N2O2S, with the ωB97M-V functional and the def2-TZVPD basis.

Atoms and positions in Å:
C1 1.3187 -1.4505 0.9588
O1 0.1965 -0.9153 0.1884
C2 0.5621 0.0794 -0.6343
O2 1.6456 0.1611 -1.0866
N1 -0.6489 1.0965 -0.8175
N2 -1.8855 0.7004 -0.5241
S1 -0.5623 2.0493 -2.2468
H1 1.3216 -0.8542 1.7935
H2 2.2520 -1.1430 0.3747
H3 1.3527 -2.5404 0.9914
H4 -2.0731 0.6095 0.4774
H5 -2.1840 -0.1111 -1.0310
H6 -1.7369 1.5207 -2.5916

Summary:
Kohn-Sham gap	9.4	eV
HOMO level	-8.58	eV
SMILES string	COC(=O)N(N)S


Each structure's energy above the most stable one, in eV: A 0.935; B 0.000.


A:
Computed, not measured: the molecule C20H31N3O4S, with the ωB97M-V functional and the def2-TZVPD basis.

Atoms and positions in Å:
C1 -4.9167 -2.8193 -3.6804
C2 -5.0190 -1.6544 -4.2999
C3 -5.3408 -1.5232 -5.7568
C4 -4.8086 -0.3587 -3.5471
N1 -3.4688 -0.2308 -2.9984
C5 -2.3819 0.0044 -3.9247
C6 -1.7050 -1.2817 -4.3969
C7 -3.2864 -0.4468 -1.6744
O1 -4.2010 -0.7194 -0.9176
C8 -1.8831 -0.3061 -1.1664
C9 -1.3367 0.9496 -0.9185
C10 -0.0756 1.0654 -0.3760
C11 0.6735 -0.0711 -0.0611
O2 1.9096 0.1762 0.4497
C12 2.7100 -0.8860 0.9409
C13 2.1951 -1.4093 2.2888
C14 2.2781 -0.3065 3.3406
N2 3.6424 0.1581 3.4519
S1 3.9380 1.0794 4.8001
O3 3.4266 0.3562 5.9211
O4 5.3218 1.4342 4.7685
N3 2.9982 2.4533 4.5378
C15 1.8391 2.6098 5.3842
C16 3.7129 3.6765 4.2612
C17 4.1356 0.7331 2.2201
C18 4.1239 -0.3260 1.1213
C19 0.1243 -1.3263 -0.2993
C20 -1.1459 -1.4337 -0.8411
H1 -5.0508 -3.7552 -4.1961
H2 -4.6972 -2.8739 -2.6281
H3 -6.2631 -0.9567 -5.8845
H4 -5.4662 -2.4993 -6.2181
H5 -4.5479 -0.9874 -6.2790
H6 -5.0022 0.4983 -4.1994
H7 -5.4895 -0.3182 -2.6917
H8 -2.7924 0.5406 -4.7848
H9 -1.6365 0.6468 -3.4489
H10 -0.9338 -1.0436 -5.1251
H11 -1.2428 -1.7917 -3.5558
H12 -2.4281 -1.9513 -4.8538
H13 -1.9096 1.8380 -1.1423
H14 0.3586 2.0334 -0.1803
H15 2.7384 -1.7016 0.2030
H16 2.8130 -2.2533 2.5943
H17 1.1594 -1.7396 2.2007
H18 1.9896 -0.6831 4.3216
H19 1.6105 0.5211 3.0582
H20 1.5190 1.6233 5.7047
H21 2.0628 3.2111 6.2724
H22 1.0398 3.0925 4.8182
H23 3.1278 4.2894 3.5725
H24 4.6637 3.4163 3.8064
H25 3.9064 4.2500 5.1746
H26 5.1500 1.0795 2.4161
H27 3.5105 1.5831 1.9129
H28 4.7925 -1.1421 1.3929
H29 4.4620 0.1189 0.1853
H30 0.6676 -2.2289 -0.0677
H31 -1.5707 -2.4133 -1.0055

Summary:
Kohn-Sham gap	9.3	eV
HOMO level	-8.70	eV
SMILES string	C=C(C)CN(CC)C(=O)c1ccc(OC2CCN(S(=O)(=O)N(C)C)CC2)cc1


B:
Computed, not measured: the molecule C20H31N3O4S, with the ωB97M-V functional and the def2-TZVPD basis.

Atoms and positions in Å:
C1 6.3965 2.1463 0.1830
C2 5.1106 1.6840 0.5181
O1 4.8042 0.6151 -0.2385
C3 3.4896 -0.0947 -0.0548
C4 2.4837 0.1939 0.7087
C5 1.1931 -0.3824 1.0041
C6 0.8986 -1.5418 0.3383
N1 -0.3544 -1.9897 0.1092
C7 -1.0425 -2.1971 1.5568
C8 -0.2445 -2.9522 2.4274
C9 -1.4887 -0.8739 1.9521
O2 -1.4712 -0.7325 3.1134
N2 -2.0957 -0.0273 0.9235
N3 -2.6348 1.0578 1.2329
C10 -2.7375 1.7931 0.1808
C11 -3.2539 3.3263 0.3620
C12 -2.6034 4.2999 -0.5056
C13 -1.0562 4.5255 -0.0382
C14 -0.2431 3.1206 -0.3313
C15 -0.3332 2.6486 -1.8857
C16 -1.1242 1.3371 -1.4737
C17 -2.5212 1.3404 -1.1684
S1 -0.9695 -2.7244 -1.3115
C18 -0.8447 -4.3707 -1.1298
O3 -0.3140 -1.8605 -2.2816
O4 -2.4122 -2.3028 -1.1786
C19 1.9576 -1.8454 -0.8197
C20 3.1237 -1.1700 -0.8980
H1 6.5997 2.9838 0.5722
H2 6.9898 1.3704 0.3613
H3 6.3875 2.4504 -0.9468
H4 4.3369 2.4116 0.4245
H5 4.9826 1.5751 1.8088
H6 2.6820 1.1511 1.5862
H7 0.7026 0.1316 1.5529
H8 -1.8831 -2.6832 0.9227
H9 -0.9179 -2.9362 3.5738
H10 0.6831 -2.2508 2.8089
H11 0.0423 -3.8877 2.3609
H12 -2.2002 -0.5969 -0.0054
H13 -3.2829 3.4521 1.5330
H14 -4.3080 3.2929 0.1301
H15 -2.5675 4.0067 -1.4099
H16 -3.0452 5.3605 -0.2501
H17 -0.8248 4.7024 0.9793
H18 -0.6191 5.2038 -0.6188
H19 -0.4824 2.4237 0.4420
H20 0.8599 3.7478 -0.1099
H21 -0.8875 3.2171 -2.3578
H22 0.5295 2.5036 -2.1902
H23 -0.6228 0.6527 -1.0731
H24 -1.1943 1.0308 -2.6543
H25 -3.2545 2.1962 -1.7420
H26 -3.1591 0.3925 -1.4535
H27 -1.2195 -4.9262 -0.3327
H28 0.2477 -4.6112 -1.1834
H29 -1.1426 -4.5872 -2.2258
H30 1.7394 -2.5322 -1.2938
H31 3.9793 -1.5799 -1.4937

Summary:
Kohn-Sham gap	8.1	eV
HOMO level	-8.07	eV
SMILES string	CCOc1ccc(N([C@@H](C)C(=O)NN=C2CCCCCCC2)S(C)(=O)=O)cc1


Each structure's energy above the most stable one, in eV: A 0.000; B 18.694.